Run a
{"formula": "C4H10NO", "method": "ωB97M-V with the def2-TZVPD basis set", "charge": -1, "lumo_ev": 3.98, "spin_multiplicity": 1, "homo_lumo_gap_ev": 6.3601, "homo_ev": -2.380, "smiles": "CCCNC[O-]", "elements": ["C", "C", "C", "N", "C", "O", "H", "H", "H", "H", "H", "H", "H", "H", "H", "H"], "xyz": [[1.890, -0.266, 1.114], [1.386, -0.202, -0.318], [-0.097, -0.592, -0.472], [-0.950, 0.407, 0.144], [-2.401, 0.467, -0.483], [-3.093, -0.608, -0.280], [2.113, -1.169, 1.692], [2.754, 0.368, 1.339], [1.100, 0.237, 1.679], [1.348, 0.868, -0.532], [2.032, -0.720, -1.020], [-0.272, -1.471, 0.157], [-0.332, -0.761, -1.527], [-0.546, 1.336, -0.014], [-2.750, 1.375, 0.077], [-2.182, 0.731, -1.555]]}

***

Run b
{"formula": "C4H10NO", "method": "ωB97M-V with the def2-TZVPD basis set", "charge": -1, "lumo_ev": 4.08, "spin_multiplicity": 1, "homo_lumo_gap_ev": 6.5570, "homo_ev": -2.479, "smiles": "CC[C@@H](N)C[O-]", "elements": ["C", "C", "C", "N", "C", "O", "H", "H", "H", "H", "H", "H", "H", "H", "H", "H"], "xyz": [[-1.459, -1.448, 1.557], [-0.833, -0.119, 1.178], [0.170, -0.182, 0.044], [-0.174, -0.765, -1.292], [0.856, 1.253, -0.256], [1.482, 1.438, -1.425], [-1.903, -1.834, 0.632], [-2.142, -1.369, 2.411], [-0.670, -2.167, 1.814], [-0.262, 0.352, 1.992], [-1.645, 0.613, 1.039], [0.902, -0.897, 0.464], [0.169, -0.112, -1.999], [0.545, -1.479, -1.351], [1.629, 1.266, 0.547], [-0.024, 1.908, -0.042]]}

***

Run c
{"formula": "C4H10NO", "method": "ωB97M-V with the def2-TZVPD basis set", "charge": -1, "lumo_ev": 4.11, "spin_multiplicity": 1, "homo_lumo_gap_ev": 6.5255, "homo_ev": -2.411, "smiles": "CC[C@H](N)C[O-]", "elements": ["C", "C", "C", "N", "C", "O", "H", "H", "H", "H", "H", "H", "H", "H", "H", "H"], "xyz": [[-0.161, 1.165, -1.718], [-0.091, 1.019, -0.170], [0.364, -0.401, 0.205], [-0.428, -1.438, -0.414], [0.309, -0.666, 1.813], [0.406, -1.957, 2.099], [0.876, 1.144, -2.070], [-0.675, 0.328, -2.181], [-0.575, 2.106, -2.094], [0.696, 1.715, 0.129], [-1.015, 1.293, 0.342], [1.391, -0.483, -0.172], [-1.424, -1.334, -0.218], [-0.142, -2.272, 0.106], [1.142, -0.049, 2.240], [-0.671, -0.168, 2.103]]}

***

Run d
{"formula": "C4H10NO", "method": "ωB97M-V with the def2-TZVPD basis set", "charge": -1, "lumo_ev": 4.29, "spin_multiplicity": 1, "homo_lumo_gap_ev": 6.4024, "homo_ev": -2.109, "smiles": "CN(C)CC[O-]", "elements": ["C", "N", "C", "C", "C", "O", "H", "H", "H", "H", "H", "H", "H", "H", "H", "H"], "xyz": [[-0.093, 1.007, -1.308], [-0.347, 1.058, 0.176], [0.922, 1.269, 0.893], [-0.946, -0.218, 0.573], [-0.098, -1.510, 0.428], [0.379, -1.795, -0.794], [-0.937, 1.543, -1.755], [0.028, -0.032, -1.602], [0.904, 1.369, -1.483], [0.641, 1.243, 1.962], [1.233, 2.290, 0.730], [1.491, 0.343, 0.834], [-1.191, -0.133, 1.643], [-1.909, -0.329, 0.091], [-0.738, -2.320, 0.861], [0.750, -1.331, 1.139]]}

***

Most stable: run c (next structure +38.8 kJ/mol)

***

Run a
{"formula": "C4H10NO", "method": "ωB97M-V with the def2-TZVPD basis set", "charge": -1, "lumo_ev": 4.08, "spin_multiplicity": 1, "homo_lumo_gap_ev": 6.4770, "homo_ev": -2.392, "smiles": "CC[C@@H](N)C[O-]", "elements": ["C", "C", "C", "N", "C", "O", "H", "H", "H", "H", "H", "H", "H", "H", "H", "H"], "xyz": [[0.821, 0.343, -1.916], [0.367, 0.798, -0.510], [-0.487, -0.280, 0.204], [0.323, -1.542, 0.384], [-1.032, 0.166, 1.560], [-1.677, -0.817, 2.210], [1.386, 1.190, -2.299], [-0.065, 0.032, -2.466], [1.426, -0.551, -1.801], [-0.323, 1.643, -0.544], [1.179, 0.954, 0.200], [-1.317, -0.628, -0.418], [1.283, -1.241, 0.590], [0.011, -1.827, 1.316], [-1.653, 1.109, 1.304], [-0.242, 0.652, 2.185]]}

***

Run b
{"formula": "C4H10NO", "method": "ωB97M-V with the def2-TZVPD basis set", "charge": -1, "lumo_ev": 3.82, "spin_multiplicity": 1, "homo_lumo_gap_ev": 5.7471, "homo_ev": -1.932, "smiles": "CNCCC[O-]", "elements": ["C", "N", "C", "C", "C", "O", "H", "H", "H", "H", "H", "H", "H", "H", "H", "H"], "xyz": [[0.020, -2.105, 1.303], [0.736, -1.024, 0.559], [-0.106, -0.309, -0.429], [0.478, 1.021, -0.879], [-0.543, 2.252, -0.678], [-1.780, 2.079, -1.191], [0.890, -2.550, 1.833], [-0.529, -2.849, 0.730], [-0.677, -1.750, 2.072], [1.660, -1.336, 0.785], [-1.051, -0.195, 0.180], [-0.266, -0.969, -1.307], [1.392, 1.359, -0.387], [0.542, 1.036, -1.991], [-0.738, 2.187, 0.456], [-0.028, 3.152, -1.057]]}

***

Most stable: run a (next structure +172.8 kJ/mol)

***

Run a
{"formula": "C3H10N3O", "method": "ωB97M-V with the def2-TZVPD basis set", "charge": 1, "lumo_ev": [-4.59, -4.61], "spin_multiplicity": 1, "homo_lumo_gap_ev": [8.3609, 8.3128], "homo_ev": [-12.947, -12.920], "elements": ["C", "C", "C", "N", "N", "N", "O", "H", "H", "H", "H", "H", "H", "H", "H", "H", "H"], "xyz": [[-1.437, 1.204, -0.912], [-0.272, -1.981, 0.492], [2.704, -0.457, 1.645], [-0.165, 0.998, -0.835], [0.717, -0.941, 0.736], [-2.052, 2.121, -1.673], [1.772, -1.276, 1.451], [0.179, -2.671, -0.343], [-0.527, -2.599, 1.339], [-1.152, -1.440, -0.127], [3.559, -0.851, 2.123], [2.744, 0.528, 1.379], [-2.167, 0.649, -0.312], [0.273, -0.040, 0.062], [0.427, 1.750, -1.196], [-1.633, 2.772, -2.274], [-2.969, 2.235, -1.556]]}

***

Run b
{"formula": "C3H10N3O", "method": "ωB97M-V with the def2-TZVPD basis set", "charge": 1, "lumo_ev": -4.32, "spin_multiplicity": 1, "homo_lumo_gap_ev": 9.1372, "homo_ev": -13.458, "elements": ["C", "C", "N", "O", "H", "H", "H", "H", "H", "N", "C", "N", "H", "H", "H", "H", "H"], "xyz": [[-0.457, 1.029, -1.766], [-0.421, 1.680, -0.408], [0.836, 1.863, 0.102], [-1.417, 1.982, 0.206], [0.356, 1.300, -2.438], [-1.400, 1.238, -2.265], [-0.416, -0.060, -1.655], [0.841, 2.147, 1.069], [1.629, 1.450, -0.354], [-0.580, -1.151, 1.841], [0.462, -1.555, 1.157], [0.420, -2.326, 0.099], [-1.492, -1.205, 1.399], [-0.489, -0.365, 2.471], [1.438, -1.247, 1.515], [1.149, -2.255, -0.608], [-0.460, -2.526, -0.366]]}

***

Most stable: run b (next structure +528.3 kJ/mol)

***

Run a
{"formula": "C4H6Cl2O2", "method": "ωB97M-V with the def2-TZVPD basis set", "lumo_ev": 0.63, "spin_multiplicity": 1, "homo_lumo_gap_ev": 10.4380, "homo_ev": -9.807, "smiles": "OC/C=C/C(O)(Cl)Cl", "elements": ["O", "C", "C", "C", "C", "O", "Cl", "Cl", "H", "H", "H", "H", "H", "H"], "xyz": [[1.953, 0.363, -0.140], [1.104, -0.737, 0.156], [-0.199, -0.334, -0.403], [-1.329, -0.316, 0.300], [-2.686, -0.007, -0.314], [-2.700, 0.381, -1.622], [-3.591, -1.530, -0.200], [-3.446, 1.174, 0.736], [2.831, 0.017, -0.295], [1.391, -1.628, -0.493], [1.208, -1.134, 1.177], [-0.208, -0.209, -1.481], [-1.480, -0.673, 1.374], [-3.619, 0.681, -2.025]]}

***

Run b
{"formula": "C4H6Cl2O2", "method": "ωB97M-V with the def2-TZVPD basis set", "lumo_ev": [-0.38, -0.11], "spin_multiplicity": 1, "homo_lumo_gap_ev": [8.1320, 8.4179], "homo_ev": [-8.509, -8.531], "elements": ["C", "C", "C", "C", "O", "O", "Cl", "Cl", "H", "H", "H", "H", "H", "H"], "xyz": [[0.404, 0.386, -0.750], [0.747, -0.768, -0.292], [-0.994, 0.931, -0.846], [3.300, -0.299, 0.278], [-1.973, 0.049, -0.627], [3.619, -0.247, 1.572], [4.361, -1.247, -0.732], [3.205, 1.385, -0.176], [1.118, 1.186, -0.917], [0.536, -1.838, -0.238], [-1.157, 1.464, -1.852], [-0.992, 1.642, -0.062], [-1.572, -0.805, -0.781], [4.087, -1.103, 1.730]]}

***

Most stable: run a (next structure +384.4 kJ/mol)

***

Run a
{"formula": "C4H8O4", "method": "ωB97M-V with the def2-TZVPD basis set", "lumo_ev": 0.82, "spin_multiplicity": 1, "homo_lumo_gap_ev": 11.4123, "homo_ev": -10.590, "smiles": "COC=O.COC=O", "elements": ["C", "O", "C", "O", "H", "H", "H", "H", "C", "O", "C", "O", "H", "H", "H", "H"], "xyz": [[0.426, -7.055, 0.746], [0.947, -8.118, 0.011], [0.633, -8.194, -1.254], [-0.093, -7.477, -1.916], [0.706, -6.071, 0.334], [0.892, -7.167, 1.739], [-0.670, -7.089, 0.865], [1.094, -9.123, -1.644], [-1.026, -11.824, -5.777], [-0.745, -11.650, -4.415], [-0.333, -10.407, -4.067], [-0.192, -9.414, -4.805], [-0.094, -11.643, -6.339], [-1.765, -11.058, -6.067], [-1.419, -12.816, -6.058], [-0.140, -10.411, -2.976]]}

***

Run b
{"formula": "C4H8O4", "method": "ωB97M-V with the def2-TZVPD basis set", "lumo_ev": 0.82, "spin_multiplicity": 1, "homo_lumo_gap_ev": 11.2142, "homo_ev": -10.392, "smiles": "COC=O.COC=O", "elements": ["C", "O", "C", "O", "H", "H", "H", "H", "C", "O", "C", "O", "H", "H", "H", "H"], "xyz": [[1.508, -2.266, -2.663], [0.617, -1.339, -3.271], [-0.295, -0.576, -2.557], [-0.602, -0.623, -1.352], [1.282, -2.648, -1.653], [2.495, -1.774, -2.639], [1.557, -3.119, -3.360], [-0.833, 0.020, -3.322], [-1.062, 2.487, 2.867], [-1.324, 1.146, 2.497], [-0.372, 0.289, 2.292], [0.795, 0.381, 2.665], [-0.313, 2.607, 3.667], [-1.988, 3.003, 3.172], [-0.678, 2.967, 1.951], [-0.786, -0.555, 1.706]]}

***

Most stable: run a (next structure +12.9 kJ/mol)

***

Run a
{"formula": "C4H8O4", "method": "ωB97M-V with the def2-TZVPD basis set", "lumo_ev": 0.82, "spin_multiplicity": 1, "homo_lumo_gap_ev": 10.4841, "homo_ev": -9.663, "smiles": "O[C@@H]1OCCO[C@H]1O", "elements": ["O", "C", "O", "C", "C", "O", "C", "O", "H", "H", "H", "H", "H", "H", "H", "H"], "xyz": [[1.356, 0.730, -1.556], [0.518, -0.092, -0.771], [-0.739, -0.031, -1.304], [-1.881, -0.134, -0.412], [-1.485, -0.901, 0.881], [-0.277, -0.307, 1.444], [0.548, 0.444, 0.627], [1.851, 0.376, 1.091], [1.563, 0.355, -2.463], [0.930, -1.112, -0.815], [-2.654, -0.652, -0.983], [-2.214, 0.930, -0.135], [-1.252, -1.983, 0.630], [-2.211, -0.837, 1.804], [0.229, 1.491, 0.735], [1.874, -0.231, 1.870]]}

***

Run b
{"formula": "C4H8O4", "method": "ωB97M-V with the def2-TZVPD basis set", "lumo_ev": -5.23, "spin_multiplicity": 1, "homo_lumo_gap_ev": 4.7645, "homo_ev": -9.999, "elements": ["O", "C", "O", "C", "C", "C", "O", "H", "H", "H", "H", "H", "H", "H", "H", "O"], "xyz": [[-0.083, -3.294, -0.457], [-0.459, -0.701, 1.006], [-0.757, -0.174, 2.216], [-0.583, 0.359, -0.136], [0.482, 1.369, 0.193], [0.482, 2.443, -0.877], [-0.019, 2.206, -2.073], [-1.133, -1.568, 0.793], [-1.590, 0.801, -0.055], [-0.446, -0.067, -1.143], [0.877, 1.288, 1.217], [1.298, 1.432, -0.682], [1.047, 3.317, -0.546], [-0.790, -3.936, -0.693], [0.775, -2.227, 0.541], [0.900, -1.250, 0.698]]}

***

Most stable: run a (next structure +835.1 kJ/mol)